Formula: C35H69Cl26F3NOPS2
Source: the Open Molecules 2025 dataset
Level of theory: wB97M-V/def2-TZVPD

## Properties
* Kohn-Sham gap: 8.295 eV
* LUMO level: -0.135 eV
* total charge: 0
* HOMO energy: -8.43 eV

Cartesian coordinates (Å):
C 7.88999 3.38899 3.48628
C 6.67500 3.24161 2.37041
C 7.15475 2.23215 1.14473
C 6.43489 2.83111 -0.23017
C 6.02200 1.56804 -1.19946
C 4.49251 0.97035 -0.87842
C 4.45559 -0.52282 -1.55248
C 3.00207 -1.26986 -1.53460
N 2.20679 -1.14571 -0.26471
C 2.94761 -1.55268 0.97770
C 3.78948 -2.94849 0.90226
C 5.33814 -2.60032 1.37110
C 5.46007 -2.49861 3.03633
C 6.66876 -1.38634 3.35112
C 8.03638 -1.68349 2.43781
C 9.31405 -1.06223 3.25613
C 10.65362 -0.82694 2.32145
C 0.81597 -1.73027 -0.36153
S 0.39911 -3.02364 -1.42535
S -0.55019 -0.96093 0.72036
C -1.94660 -2.17556 1.00597
C -3.45000 -1.59063 0.66285
C -4.01230 -0.48456 1.73581
P -5.78206 0.17057 1.28004
C -6.81992 0.28695 2.92505
O -7.27635 1.65282 3.22172
C -8.51530 2.00210 2.51216
F -9.55387 2.29036 3.52952
F -8.92345 1.05787 1.44768
F -8.24109 3.31335 1.81537
H 8.93433 3.44178 2.93850
H 7.68680 4.38330 4.10489
H 7.86699 2.42474 4.17854
H 6.51576 4.30487 1.89414
H 5.67815 2.79883 2.81413
H 6.74251 1.13092 1.25938
H 8.32908 2.15629 1.05434
H 5.56106 3.57926 -0.00737
H 7.30031 3.42125 -0.79657
H 6.13019 1.81933 -2.33785
H 6.78414 0.67638 -0.98601
H 3.68273 1.68874 -1.34067
H 4.39207 0.99750 0.28681
H 5.29016 -1.26401 -1.14085
H 4.73699 -0.36886 -2.70291
H 2.35117 -0.75817 -2.39448
H 3.17720 -2.37926 -1.90374
H 2.12213 -1.70371 1.82795
H 3.67346 -0.71854 1.41883
H 3.36622 -3.67719 1.74845
H 3.71076 -3.54447 -0.09889
H 6.13517 -3.37679 1.00951
H 5.65737 -1.51455 0.99166
H 4.44993 -1.99690 3.42717
H 5.66033 -3.54130 3.52822
H 6.24708 -0.34116 2.96370
H 6.91107 -1.29203 4.49377
H 7.83802 -1.12056 1.40387
H 8.11155 -2.82325 2.18382
H 9.52383 -1.80641 4.16481
H 8.95242 -0.01441 3.69114
H 10.35601 -0.54237 1.20096
H 11.25051 0.06402 2.82451
H 11.30988 -1.81482 2.34758
H -1.84774 -3.18892 0.38417
H -1.98797 -2.51267 2.14882
H -3.47919 -1.15396 -0.42592
H -4.23815 -2.48663 0.66964
H -4.02964 -0.91442 2.84663
H -3.21202 0.39728 1.75315
H -5.54195 1.50443 0.77415
H -6.03404 0.01023 3.78009
H -7.65425 -0.53951 2.99174
C -6.26254 3.81966 -1.17569
Cl -6.49343 5.54961 -1.45699
Cl -4.56787 3.45158 -0.83299
H -6.87278 3.51341 -0.32251
H -6.57273 3.26978 -2.06755
C 4.33886 -6.45462 5.03694
Cl 5.41415 -6.26905 3.64608
Cl 3.36106 -5.00269 5.28316
H 3.67532 -7.30517 4.86265
H 4.94126 -6.63367 5.93084
C -7.16254 -3.94021 1.45582
Cl -7.39343 -2.21026 1.17452
Cl -5.46787 -4.30829 1.79852
H -7.77278 -4.24647 2.30900
H -7.47272 -4.49009 0.56396
C 5.87136 2.15675 6.94507
Cl 5.60722 1.07200 5.57441
Cl 5.79565 3.84925 6.44057
H 5.09945 1.97463 7.69679
H 6.85698 1.95660 7.37226
C -8.82864 5.99223 -4.07429
Cl -9.09278 4.90749 -5.44495
Cl -8.90435 7.68474 -4.57879
H -9.60055 5.81012 -3.32256
H -7.84302 5.79208 -3.64709
C -12.67470 6.02533 -6.93660
Cl -12.79450 5.41683 -8.59205
Cl -14.24991 6.00179 -6.13472
H -11.98025 5.39536 -6.37538
H -12.30338 7.05271 -6.96129
C 9.24283 -5.90224 4.62690
Cl 10.31811 -5.71667 3.23604
Cl 8.26503 -4.45031 4.87313
H 8.57928 -6.75279 4.45261
H 9.84523 -6.08129 5.52080
C -2.53594 -5.54247 -3.30130
Cl -3.05816 -6.15140 -1.72598
Cl -0.85471 -4.99893 -3.24766
H -2.62794 -6.34226 -4.04019
H -3.17277 -4.70157 -3.58650
C -8.33531 1.55710 -7.61373
Cl -8.44283 0.79814 -9.20671
Cl -9.77130 2.53071 -7.27481
H -8.24651 0.77730 -6.85339
H -7.45358 2.20189 -7.58573
C -3.96851 5.33768 -4.22254
Cl -2.59320 6.16882 -4.95933
Cl -5.09354 4.75402 -5.45480
H -3.60143 4.48642 -3.64400
H -4.49285 6.03346 -3.56302
C -10.87520 -2.19546 -0.72168
Cl -10.75278 -3.69428 0.20768
Cl -10.65705 -2.49876 -2.44947
H -11.86238 -1.75587 -0.55941
H -10.10211 -1.50206 -0.38180
C 3.48080 -6.59027 -1.05026
Cl 3.07287 -5.98913 0.56137
Cl 4.82227 -5.67575 -1.74953
H 3.76782 -7.64200 -0.97556
H 2.60672 -6.49147 -1.69851
C -5.44046 7.77656 -7.89165
Cl -6.86221 7.77608 -6.84104
Cl -4.14545 8.76740 -7.20899
H -5.08153 6.75069 -8.00501
H -5.71987 8.17975 -8.86806


Formula: C35H71BrN3O15
Source: the Open Molecules 2025 dataset
Level of theory: wB97M-V/def2-TZVPD

## Properties
* Kohn-Sham gap: 8.853 eV
* LUMO level: -2.810 eV
* total charge: +1
* HOMO energy: -11.66 eV

Cartesian coordinates (Å):
C -4.76164 1.13142 1.71354
C -3.93159 2.10707 0.84690
O -2.53029 1.83291 0.90753
C -1.88446 2.21929 -0.24137
O -1.07366 3.04180 -0.18677
C -2.24754 1.61359 -1.59108
C -1.00343 1.01648 -2.30470
C -0.96457 -0.52762 -2.44132
C -0.03549 -1.32080 -1.45837
C 1.34205 -0.64296 -1.41915
C 1.77496 0.03187 -0.10656
O 0.92004 1.09554 0.32723
C 3.18553 0.64351 -0.28884
N 3.63429 1.23977 0.97553
N -0.74329 -1.36181 -0.14648
C -1.96761 -2.24580 -0.07020
C -3.28311 -1.47242 -0.10436
C -1.97542 -3.44744 -1.02763
N -1.25613 -3.27163 -2.27783
C -1.33467 -4.42654 -3.14924
C -2.75543 -4.71648 -3.63905
C 0.08817 -2.73737 -2.10624
C 1.11465 -3.69733 -1.47034
C 1.05853 -3.95518 0.05741
C 1.11878 -5.48097 0.29404
Br 2.71983 -3.25642 0.87052
H -4.06471 0.50143 2.26400
H -5.36596 0.48770 1.07588
H -5.44887 1.67367 2.35168
H -4.33951 2.05252 -0.16351
H -4.15793 3.10957 1.20387
H -2.57780 2.47006 -2.17474
H -3.09989 0.93941 -1.54901
H -0.13064 1.48444 -1.85491
H -1.04796 1.40758 -3.31773
H -0.57789 -0.74733 -3.43100
H -1.98571 -0.89197 -2.43996
H 1.43271 0.12237 -2.18490
H 2.14581 -1.33562 -1.65312
H 1.88602 -0.66257 0.73074
H 0.41691 0.79448 1.09070
H 3.11790 1.46668 -0.99824
H 3.91359 -0.12080 -0.55290
H 3.30523 0.70296 1.77174
H 3.24145 2.16489 1.09921
H -0.13982 -1.60976 0.64104
H -1.05024 -0.40156 0.04872
H -1.95994 -2.68126 0.92687
H -3.65095 -1.31719 -1.11399
H -4.00376 -2.13231 0.37592
H -3.25036 -0.57136 0.50038
H -3.01962 -3.65170 -1.24889
H -1.60967 -4.36391 -0.53304
H -0.76092 -4.18918 -4.04588
H -0.91075 -5.34165 -2.70999
H -3.34044 -5.13522 -2.81915
H -3.24578 -3.82441 -4.01658
H -2.69797 -5.49453 -4.39272
H 0.45253 -2.51234 -3.10764
H 2.12527 -3.39274 -1.71567
H 1.01303 -4.66477 -1.95892
H 0.17241 -3.61867 0.58361
H 1.07233 -5.63271 1.36962
H 2.06752 -5.86421 -0.06275
H 0.27507 -5.96180 -0.19748
C 6.10346 -4.14762 0.25893
C 5.46370 -5.50914 0.45182
O 6.32039 -6.55110 -0.02332
C 7.33948 -6.86598 0.78617
O 7.57251 -6.36567 1.85663
O 8.05399 -7.82312 0.19583
C 9.23163 -8.20677 0.91278
H 6.40189 -4.00987 -0.78176
H 5.41095 -3.35243 0.53468
H 7.00086 -4.04353 0.86737
H 4.55136 -5.57186 -0.14087
H 5.18843 -5.68288 1.49329
H 8.99572 -8.47730 1.93968
H 9.96200 -7.39921 0.89144
H 9.64591 -9.07294 0.40459
C 2.42554 -1.75542 8.63393
C 1.64343 -1.02467 7.56319
O 2.49173 -0.60766 6.48013
C 2.84215 -1.56171 5.62098
O 2.50139 -2.71771 5.65482
O 3.64909 -1.01562 4.70236
C 4.17599 -1.95000 3.75952
H 3.26542 -1.14790 8.97333
H 1.78475 -1.98081 9.48630
H 2.83351 -2.69168 8.25474
H 1.21736 -0.11189 7.97598
H 0.81825 -1.62884 7.18480
H 3.37729 -2.52625 3.29292
H 4.88866 -2.61638 4.24432
H 4.69699 -1.37579 2.99487
C -0.30021 9.58210 -1.51162
C 0.12327 9.23875 -2.92438
O 0.90900 8.03552 -2.96328
C 0.22854 6.89918 -2.85491
O -0.96860 6.78689 -2.74500
O 1.10217 5.88529 -2.87880
C 0.49660 4.60981 -2.68753
H 0.56921 9.63139 -0.85444
H -0.81388 10.54315 -1.49135
H -0.97183 8.82577 -1.10633
H 0.76375 10.02545 -3.31866
H -0.73421 9.15065 -3.59158
H -0.31629 4.45122 -3.39641
H 0.13302 4.51685 -1.66640
H 1.26318 3.85595 -2.85748
C -8.99195 5.78417 -1.73383
C -8.37172 6.31211 -0.45732
O -7.12730 5.65587 -0.16284
C -6.07983 6.06164 -0.88315
O -6.08193 6.91658 -1.72880
O -5.01689 5.33579 -0.50929
C -3.82908 5.60617 -1.26692
H -9.09534 4.69868 -1.68710
H -9.97566 6.22644 -1.89041
H -8.37074 6.01524 -2.59852
H -9.02688 6.10092 0.38610
H -8.22801 7.39169 -0.49683
H -3.59269 6.66690 -1.26848
H -3.94544 5.24443 -2.28852
H -3.01328 5.06650 -0.78979


Formula: C35H72F24N9O33S8
Source: the Open Molecules 2025 dataset
Level of theory: wB97M-V/def2-TZVPD

## Properties
* Kohn-Sham gap: 4.895 eV
* LUMO level: -4.020 eV
* total charge: +1
* HOMO energy: -8.92 eV

Cartesian coordinates (Å):
C 17.75935 20.29924 14.45284
C 18.93506 19.31014 14.38364
O 20.08141 19.43067 14.80946
N 18.59549 18.06546 13.51790
H 17.85339 18.27420 12.86534
H 19.39668 17.93442 12.91704
C 18.50629 16.76359 14.38442
H 18.05552 21.27098 14.84794
H 16.95770 19.87002 15.05386
H 17.31314 20.42918 13.46688
H 17.74616 16.88836 15.15560
H 19.37466 16.59706 15.02184
H 18.42295 15.93496 13.68120
C 11.12326 11.82184 16.15000
C 11.55936 10.40236 16.49567
O 11.59114 9.50224 15.66740
N 11.93983 10.22898 18.00388
H 12.79107 10.70842 18.26006
H 11.23882 10.72056 18.53962
C 12.09414 8.77078 18.52685
H 12.01391 12.44942 16.11845
H 10.40328 12.24328 16.85152
H 10.79680 11.97648 15.12160
H 12.42276 8.71395 19.56457
H 12.96841 8.30840 18.06864
H 11.10010 8.32500 18.49142
C 18.95417 13.09630 15.57382
C 18.49335 13.60660 17.00176
O 18.24055 14.79960 17.12046
N 18.52363 12.58296 18.14520
H 17.83651 11.87684 17.92300
H 19.41409 12.11116 18.21300
C 18.08426 13.10266 19.54022
H 18.52805 13.69738 14.77056
H 18.73036 12.03662 15.45094
H 20.03713 13.21996 15.57070
H 18.10162 12.17304 20.10910
H 17.09489 13.50780 19.32788
H 18.77218 13.89262 19.84160
C 11.65216 22.24318 13.83788
C 12.91495 21.71618 13.26770
O 14.03447 21.86706 13.79228
N 12.79871 20.89786 11.86288
H 11.85968 20.98228 11.50066
H 13.35389 21.42022 11.20030
C 13.34677 19.44474 12.03072
H 11.45536 23.31514 13.85502
H 11.67547 22.01162 14.90274
H 10.78976 21.84832 13.30082
H 14.39527 19.54732 12.31040
H 13.14012 18.99279 11.06060
H 12.80685 18.96788 12.84876
C 11.34691 14.89350 20.35972
C 12.56519 15.64514 19.96560
O 13.28883 16.13805 20.87524
N 12.85715 15.70856 18.47483
H 12.00867 15.43072 18.00264
H 12.86176 16.68095 18.20180
C 14.04629 14.82746 18.06917
H 10.42163 15.38514 20.05930
H 11.18711 14.67600 21.41578
H 11.38899 13.87158 19.98284
H 14.14821 15.07162 17.01176
H 13.72091 13.79592 18.20390
H 14.81081 15.10880 18.79335
C 13.83041 19.86436 24.41258
C 12.90752 19.77558 23.21722
O 11.85500 19.11738 23.17246
N 13.31009 20.54647 21.94970
H 12.56715 21.17248 21.67358
H 14.12359 21.12844 22.08978
C 13.52214 19.55250 20.80420
H 14.86697 19.62094 24.17934
H 13.45484 19.26898 25.24478
H 13.93393 20.88719 24.77480
H 13.83177 20.14176 19.94106
H 12.58896 19.02116 20.61729
H 14.35837 18.87704 20.98470
C 8.52589 18.76620 14.59602
C 8.88469 19.99872 15.45406
O 8.41475 21.08332 15.23448
N 9.94677 19.79864 16.53354
H 10.63365 19.10932 16.26310
H 10.57050 20.58252 16.66233
C 9.29555 19.31608 17.88937
H 9.37234 18.33654 14.06030
H 7.74953 19.02700 13.87674
H 8.05569 17.90898 15.07786
H 8.54953 18.57450 17.60372
H 9.02026 20.24430 18.39010
H 10.12633 18.82880 18.39970
C 14.64407 24.19786 16.34068
C 15.68550 23.12510 16.37760
O 16.48783 22.98178 15.50680
N 15.56828 22.15992 17.55376
H 14.58669 22.05266 17.76608
H 15.82334 21.24250 17.21704
C 16.38049 22.67916 18.74786
H 14.87490 24.92522 17.11898
H 13.66679 23.76592 16.55620
H 14.56453 24.63634 15.34594
H 16.11524 22.03622 19.58712
H 16.22896 23.72838 19.00146
H 17.41460 22.56056 18.42438
C 22.27975 15.78030 15.71872
C 21.59647 16.03420 17.05826
O 21.37977 15.10336 17.85046
N 21.28225 17.44976 17.54175
H 21.62221 18.04480 16.79984
H 20.28851 17.62236 17.59458
C 22.05631 17.60382 18.86268
H 21.78646 16.36498 14.94226
H 22.34358 14.71030 15.52094
H 23.24859 16.26484 15.83986
H 21.77822 16.78396 19.52494
H 21.64206 18.53412 19.25130
H 23.14605 17.62506 18.85152
C 16.62708 22.51928 10.98610
F 16.60273 23.22416 12.15600
F 17.85060 22.46800 10.43370
F 16.32160 21.22390 11.24306
S 15.25801 23.14400 9.67167
O 15.32794 24.62496 9.71916
O 15.76018 22.62846 8.41492
O 14.02112 22.52906 10.13939
C 14.90700 15.45764 11.88690
F 13.64247 15.89788 12.11824
F 15.46532 15.12734 13.08490
F 14.92792 14.48242 10.96804
S 15.86869 16.89926 10.99714
O 16.24948 17.76350 12.11868
O 17.00373 16.30087 10.23466
O 14.82356 17.46382 10.20511
C 10.12810 14.95172 14.54066
F 9.40982 13.86124 14.27626
F 11.39594 14.64338 14.40176
F 9.77506 15.81992 13.62788
S 9.78242 15.62058 16.34871
O 10.60157 14.83452 17.27274
O 10.24987 16.99211 16.27063
O 8.32434 15.42114 16.56016
C 9.37002 18.47932 10.85000
F 9.71599 17.77510 9.83332
F 8.23434 17.91086 11.31718
F 10.35532 18.41448 11.81074
S 9.11260 20.28546 10.31128
O 8.88244 20.20172 8.88048
O 8.02103 20.79440 11.13330
O 10.39971 20.96488 10.71534
C 10.60018 24.02162 18.68796
F 10.45836 24.71032 19.83645
F 9.44054 23.49530 18.32215
F 11.17513 24.86848 17.77420
S 11.79485 22.54398 18.99622
O 11.43068 22.00702 20.33908
O 11.58824 21.55858 17.85303
O 13.18497 23.07954 19.03196
C 17.08405 18.37274 19.58844
F 15.99819 17.95518 18.93376
F 16.64641 19.22802 20.54076
F 17.77314 17.34104 20.06148
S 18.30358 19.27498 18.30590
O 19.47818 19.74726 19.00924
O 18.67070 18.16346 17.38606
O 17.54243 20.32032 17.58772
C 15.42091 12.50002 15.01806
F 15.37816 13.62688 15.65506
F 14.33596 12.41512 14.23120
F 16.51902 12.43546 14.27312
S 15.41065 11.01548 16.32014
O 14.41952 11.41788 17.34500
O 14.98472 9.83760 15.57396
O 16.80729 10.90246 16.82464
C 14.58434 17.70886 15.39940
F 15.10881 18.45785 14.36266
F 13.85714 16.75818 14.85042
F 15.53088 17.13808 16.16890
S 13.49629 18.83879 16.50392
O 12.40473 19.21478 15.63096
O 13.09594 18.08312 17.64644
O 14.31288 19.94104 16.92116